[1]
{
  "formula": "C37H46CrIN7OPS4",
  "method": "the ωB97M-V functional and the def2-TZVPD basis",
  "symbols": ["Cr", "C", "S", "C", "S", "N", "N", "C", "C", "C", "C", "C", "C", "N", "H", "H", "H", "H", "H", "H", "H", "H", "S", "C", "C", "C", "C", "N", "C", "C", "C", "S", "C", "N", "H", "H", "O", "P", "C", "C", "C", "C", "C", "C", "C", "C", "C", "C", "C", "C", "C", "C", "C", "C", "C", "C", "H", "H", "H", "H", "H", "H", "H", "H", "H", "H", "H", "H", "H", "H", "H", "H", "H", "H", "H", "H", "H", "H", "H", "H", "H", "H", "H", "H", "H", "H", "H", "H", "H", "I", "C", "C", "N", "N", "C", "H", "H", "H"],
  "xyz": [[-0.674, 0.398, 1.646], [3.718, 0.320, 4.712], [2.118, 0.341, 5.540], [0.981, 0.471, 4.219], [1.517, 0.347, 2.565], [-0.241, 0.649, 4.617], [-1.116, 0.802, 3.585], [-2.316, 1.118, 3.859], [-3.245, 1.170, 2.734], [-4.557, 1.594, 2.852], [-5.365, 1.587, 1.727], [-4.842, 1.156, 0.518], [-3.521, 0.750, 0.476], [-2.743, 0.750, 1.556], [4.453, 0.330, 5.517], [3.845, 1.209, 4.100], [3.855, -0.575, 4.111], [-2.618, 1.339, 4.876], [-4.925, 1.935, 3.811], [-6.392, 1.923, 1.792], [-5.438, 1.143, -0.384], [-3.048, 0.423, -0.441], [-0.348, 2.404, 0.559], [0.861, 3.469, 1.274], [1.989, 3.700, 0.497], [3.020, 4.533, 0.914], [4.164, 4.713, 0.072], [5.072, 4.816, -0.630], [2.898, 5.150, 2.173], [1.775, 4.941, 2.944], [0.695, 4.112, 2.538], [-0.683, 3.964, 3.530], [3.947, 6.003, 2.671], [4.779, 6.688, 3.073], [2.079, 3.209, -0.465], [1.693, 5.435, 3.903], [-0.535, -0.486, -0.189], [0.176, -0.764, -1.509], [-0.115, -2.490, -2.051], [-0.373, -3.411, -0.839], [-1.850, -3.491, -0.463], [-2.697, -3.946, -1.645], [-2.561, -2.941, -2.784], [-1.102, -2.768, -3.200], [-0.292, 0.324, -2.893], [0.363, 1.718, -2.881], [-0.209, 2.553, -4.024], [-1.723, 2.804, -3.845], [-2.337, 1.856, -2.815], [-1.843, 0.424, -3.005], [1.968, -0.525, -1.272], [2.863, -0.586, -2.529], [3.457, -1.957, -2.850], [4.121, -2.583, -1.629], [3.108, -2.709, -0.498], [2.558, -1.340, -0.102], [0.875, -2.738, -2.444], [0.211, -3.086, 0.025], [-0.020, -4.415, -1.099], [-2.190, -2.502, -0.135], [-1.969, -4.170, 0.385], [-3.744, -4.049, -1.352], [-2.362, -4.935, -1.979], [-2.986, -1.987, -2.455], [-3.141, -3.254, -3.655], [-1.012, -2.012, -3.984], [-0.776, -3.709, -3.657], [0.095, -0.198, -3.779], [1.443, 1.634, -2.996], [0.182, 2.205, -1.928], [-0.020, 2.033, -4.969], [0.330, 3.498, -4.084], [-2.235, 2.678, -4.803], [-1.900, 3.833, -3.531], [-3.428, 1.876, -2.895], [-2.088, 2.196, -1.809], [-2.170, 0.048, -3.978], [-2.319, -0.222, -2.263], [1.939, 0.523, -0.940], [3.694, 0.103, -2.351], [2.342, -0.199, -3.406], [4.178, -1.839, -3.661], [2.689, -2.640, -3.230], [4.953, -1.948, -1.303], [4.544, -3.557, -1.880], [3.565, -3.176, 0.378], [2.301, -3.375, -0.817], [3.376, -0.752, 0.326], [1.817, -1.438, 0.694], [-3.150, -4.920, 3.995], [-1.825, -3.493, 3.330], [-0.450, -3.537, 3.374], [-0.012, -2.413, 2.786], [-1.021, -1.637, 2.376], [-2.132, -2.278, 2.703], [0.227, -4.270, 3.779], [0.923, -2.009, 2.752], [-3.100, -1.865, 2.466]],
  "total_charge": 0,
  "e_above_lowest_kcal_mol": 27.4,
  "e_homo_ev": [-6.009, -6.013],
  "spin_multiplicity": 4
}


[2]
{
  "formula": "C37H46F3N4S4SbTa",
  "method": "the ωB97M-V functional and the def2-TZVPD basis",
  "symbols": ["Ta", "C", "C", "S", "C", "C", "S", "C", "C", "S", "H", "H", "H", "H", "H", "H", "H", "H", "H", "H", "H", "H", "C", "C", "C", "C", "C", "C", "C", "N", "C", "N", "C", "C", "C", "C", "C", "C", "C", "N", "C", "C", "C", "C", "C", "C", "C", "H", "H", "H", "H", "H", "H", "H", "H", "H", "H", "H", "H", "H", "H", "H", "H", "H", "H", "H", "H", "H", "H", "F", "C", "F", "F", "C", "C", "C", "C", "N", "C", "S", "H", "H", "H", "C", "Sb", "C", "C", "H", "H", "H", "H", "H", "H", "H", "H", "H"],
  "xyz": [[-0.216, 0.147, -0.046], [-0.266, 1.797, 3.272], [-0.051, 3.147, 2.611], [-0.390, 3.089, 0.844], [1.011, 3.970, 0.162], [2.328, 3.230, 0.272], [2.217, 1.505, -0.256], [2.967, 0.626, 1.146], [2.282, 0.838, 2.483], [0.525, 0.368, 2.494], [-1.325, 1.536, 3.308], [0.098, 1.801, 4.300], [0.953, 3.537, 2.777], [-0.751, 3.861, 3.047], [1.080, 4.939, 0.658], [0.743, 4.159, -0.878], [2.731, 3.244, 1.282], [3.066, 3.690, -0.384], [4.010, 0.939, 1.215], [2.956, -0.423, 0.857], [2.332, 1.875, 2.809], [2.774, 0.225, 3.236], [-0.844, -1.145, -6.761], [-0.835, 0.364, -6.778], [-1.125, 1.081, -7.935], [-1.111, 2.469, -7.953], [-0.778, 3.175, -6.806], [-0.474, 2.486, -5.642], [-0.528, 1.095, -5.634], [-0.177, 0.329, -4.457], [-0.575, 0.532, -3.204], [-1.526, 1.449, -3.042], [-2.299, 1.749, -1.918], [-2.028, 1.210, -0.669], [-2.911, 1.578, 0.378], [-3.975, 2.420, 0.181], [-4.200, 2.949, -1.093], [-3.370, 2.646, -2.149], [-3.612, 3.239, -3.517], [-0.039, -0.201, -2.147], [0.884, -1.210, -2.715], [2.216, -0.870, -2.911], [3.067, -1.752, -3.555], [2.571, -2.967, -4.010], [1.243, -3.298, -3.792], [0.366, -2.430, -3.139], [-1.075, -2.838, -2.934], [-1.140, -1.538, -7.730], [-1.544, -1.533, -6.015], [0.147, -1.559, -6.538], [-1.368, 0.535, -8.839], [-1.344, 2.998, -8.868], [-0.733, 4.257, -6.823], [-0.146, 3.032, -4.763], [0.437, -0.457, -4.608], [-1.852, 1.849, -3.915], [-2.725, 1.238, 1.390], [-4.630, 2.680, 1.005], [-5.039, 3.616, -1.259], [-4.410, 3.976, -3.475], [-3.916, 2.479, -4.245], [-2.726, 3.747, -3.909], [2.576, 0.100, -2.592], [4.106, -1.487, -3.715], [3.222, -3.660, -4.529], [0.866, -4.257, -4.132], [-1.125, -3.867, -2.573], [-1.639, -2.800, -3.870], [-1.587, -2.198, -2.217], [0.519, -5.095, -0.199], [1.854, -5.024, -0.042], [2.376, -4.557, -1.184], [2.296, -6.263, 0.142], [2.243, -4.122, 1.115], [3.144, -4.608, 2.047], [3.558, -3.805, 3.095], [3.067, -2.517, 3.152], [2.215, -2.025, 2.244], [1.800, -2.801, 1.263], [0.602, -2.165, 0.066], [3.509, -5.622, 1.951], [4.247, -4.169, 3.846], [3.360, -1.847, 3.955], [-3.582, -0.734, 2.687], [-2.524, -1.385, 0.977], [-2.196, -3.408, 1.450], [-4.051, -1.509, -0.473], [-4.217, -1.573, 2.977], [-4.203, 0.122, 2.438], [-2.905, -0.499, 3.507], [-3.174, -3.849, 1.639], [-1.577, -3.485, 2.341], [-1.711, -3.909, 0.616], [-4.954, -1.838, 0.046], [-3.776, -2.246, -1.226], [-4.214, -0.535, -0.929]],
  "total_charge": 3,
  "e_above_lowest_kcal_mol": 29.0,
  "e_homo_ev": -15.624
}


[3]
{
  "formula": "C37H46N3O",
  "method": "the ωB97M-V functional and the def2-TZVPD basis",
  "symbols": ["C", "N", "C", "O", "C", "C", "C", "C", "C", "C", "C", "C", "N", "C", "C", "C", "C", "C", "C", "C", "C", "C", "C", "C", "C", "C", "C", "H", "H", "H", "H", "H", "H", "H", "H", "H", "H", "H", "H", "H", "H", "H", "H", "H", "H", "H", "H", "H", "H", "H", "H", "H", "H", "H", "H", "H", "C", "N", "C", "C", "C", "C", "C", "C", "C", "C", "C", "C", "C", "C", "H", "H", "H", "H", "H", "H", "H", "H", "H", "H", "H", "H", "H", "H", "H", "H", "H"],
  "xyz": [[4.041, -4.009, -1.418], [3.305, -3.532, -0.261], [4.016, -3.162, 0.862], [5.202, -3.325, 1.063], [3.054, -2.424, 1.773], [3.566, -1.001, 2.024], [3.713, -0.224, 0.751], [4.887, -0.286, 0.015], [4.996, 0.375, -1.190], [3.935, 1.103, -1.682], [2.765, 1.170, -0.958], [2.653, 0.510, 0.247], [1.731, -2.436, 1.085], [0.626, -1.823, 1.615], [-0.542, -1.595, 0.901], [-1.795, -1.703, 1.480], [-3.014, -1.836, 0.758], [-4.188, -2.214, 1.440], [-5.364, -2.423, 0.760], [-5.410, -2.268, -0.616], [-4.269, -1.905, -1.312], [-3.088, -1.694, -0.643], [1.858, -3.197, -0.200], [0.995, -4.499, -0.301], [1.518, -5.511, 0.723], [1.121, -5.081, -1.718], [-0.492, -4.243, -0.032], [5.086, -3.719, -1.312], [4.006, -5.094, -1.484], [3.644, -3.571, -2.331], [2.954, -2.975, 2.716], [2.899, -0.463, 2.706], [4.538, -1.042, 2.526], [5.704, -0.886, 0.375], [5.910, 0.313, -1.754], [4.013, 1.604, -2.633], [1.930, 1.730, -1.338], [1.728, 0.547, 0.795], [0.623, -1.675, 2.683], [-0.475, -1.494, -0.168], [-1.829, -1.905, 2.536], [-4.149, -2.363, 2.506], [-6.254, -2.711, 1.299], [-6.333, -2.431, -1.147], [-4.307, -1.787, -2.384], [-2.212, -1.417, -1.202], [1.622, -2.515, -1.023], [1.460, -5.110, 1.734], [0.940, -6.434, 0.691], [2.560, -5.755, 0.521], [0.920, -4.321, -2.472], [2.115, -5.479, -1.895], [0.416, -5.897, -1.873], [-0.874, -3.469, -0.694], [-1.094, -5.136, -0.202], [-0.652, -3.941, 1.000], [-0.828, 6.421, -1.256], [-1.291, 5.113, -0.800], [-1.368, 4.842, 0.596], [-1.838, 3.654, 0.997], [-1.998, 3.244, 2.424], [-1.907, 4.425, 3.403], [-0.769, 5.372, 3.012], [-0.950, 5.903, 1.582], [-1.728, 4.164, -1.801], [-0.837, 3.237, -2.345], [-1.260, 2.328, -3.289], [-2.578, 2.326, -3.705], [-3.473, 3.239, -3.179], [-3.055, 4.149, -2.235], [-0.886, 6.487, -2.342], [-1.456, 7.202, -0.829], [0.207, 6.577, -0.955], [-2.138, 2.943, 0.245], [-2.957, 2.724, 2.547], [-1.226, 2.506, 2.670], [-2.854, 4.977, 3.393], [-1.777, 4.066, 4.434], [-0.689, 6.202, 3.727], [0.185, 4.836, 3.074], [-0.020, 6.374, 1.242], [-1.701, 6.701, 1.579], [0.188, 3.255, -2.019], [-0.560, 1.628, -3.715], [-2.907, 1.623, -4.451], [-4.497, 3.248, -3.517], [-3.742, 4.865, -1.819]],
  "total_charge": 1,
  "e_above_lowest_kcal_mol": 9.2,
  "e_homo_ev": -9.039
}